(1)
Formula: C19H32BrIN3O2PZr
Source: the Open Molecules 2025 dataset
Level of theory: wB97M-V/def2-TZVPD

Each line ends with the natural charge from an NBO analysis.
CARTESIAN COORDINATES (ANGSTROEM)
1 Zr 8.19897 11.21500 12.31169  2.1054
2 I 10.10831 9.33392 18.32935  0.2885
3 C 10.13823 9.82293 16.31741  -0.2896
4 C 11.19712 10.45225 15.72102  -0.0091
5 N 10.78003 10.91147 14.50923  -0.2969
6 N 9.51854 10.56716 14.25938  -0.4038
7 C 9.08171 10.00143 15.39560  -0.0212
8 H 12.16466 10.56844 16.16985  0.2658
9 H 11.28924 11.35918 13.74141  0.4395
10 H 8.10409 9.66609 15.51583  0.2168
11 C 8.37896 8.25518 8.84898  -0.6056
12 C 8.94539 9.66550 8.63011  -0.5335
13 C 10.44109 9.58370 8.90900  -0.6283
14 P 8.13620 11.04156 9.55768  0.9492
15 C 6.35674 10.51624 9.40266  -0.4953
16 C 5.99436 10.38851 7.97685  -0.6411
17 C 5.30904 11.31346 10.21886  -0.5724
18 C 8.57520 12.54525 8.60220  -0.5276
19 C 8.60402 12.22381 7.07880  -0.6051
20 C 9.84369 13.19540 8.93474  -0.6337
21 H 8.85804 7.48829 8.12750  0.2575
22 H 7.24995 8.31189 8.76478  0.2112
23 H 8.49180 7.93894 9.87850  0.1964
24 H 8.62336 9.91188 7.64700  0.2386
25 H 10.67950 8.96032 9.78316  0.2241
26 H 10.94025 10.52647 9.04848  0.2154
27 H 10.96168 9.00483 8.11997  0.2469
28 H 6.43020 9.60134 9.90033  0.2146
29 H 6.84188 9.94185 7.37408  0.2174
30 H 5.82518 11.34632 7.42173  0.2319
31 H 5.11008 9.74991 7.82806  0.2463
32 H 5.55496 11.27968 11.24255  0.1709
33 H 4.31867 10.85931 9.97133  0.2475
34 H 5.47254 12.30694 9.74480  0.2276
35 H 7.75065 13.17059 8.91467  0.2397
36 H 7.58447 12.18991 6.73740  0.2223
37 H 9.16213 11.35008 6.84481  0.2164
38 H 9.06864 13.08727 6.53670  0.2441
39 H 10.64703 12.98267 8.28834  0.2377
40 H 10.28990 13.10321 9.85761  0.2204
41 H 9.76313 14.32130 8.73927  0.2288
42 H 9.29768 10.08881 11.48338  -0.3643
43 Br 4.48207 6.58872 15.68183  0.2401
44 C 5.39266 7.84364 14.65254  0.0029
45 C 4.95101 9.23049 14.54578  -0.2267
46 C 5.80047 10.06285 13.95842  0.0209
47 N 6.89293 9.65514 13.24346  -0.6657
48 C 7.20024 8.34590 13.25580  0.1153
49 C 6.45905 7.46239 13.93793  -0.3098
50 H 4.02087 9.57219 15.08933  0.2825
51 H 5.55726 11.11915 13.87070  0.2285
52 H 8.02398 8.04445 12.61994  0.2420
53 H 6.77891 6.37841 14.08346  0.2789
54 C 8.49745 15.26717 11.49468  -0.7377
55 C 8.22802 13.79909 11.92224  0.8402
56 O 9.27199 13.05901 12.18761  -0.7742
57 O 7.11783 13.12458 11.73876  -0.7425
58 H 7.75370 16.04735 11.61127  0.2725
59 H 8.92524 15.22861 10.52056  0.2710
60 H 9.33493 15.72894 11.89201  0.2687

Computed properties:
DFT total energy = -117484.67839 eV
HOMO-LUMO gap = 7.12 eV
Energy relative to the best compared isomer or geometry (same formula, charge and spin) = 102.6 kJ/mol
Net charge = +2
Multiplicity = 1

(2)
Formula: C19H32ClN3Ti
Source: the Open Molecules 2025 dataset
Level of theory: wB97M-V/def2-TZVPD

Each line ends with the natural charge from an NBO analysis.
CARTESIAN COORDINATES (ANGSTROEM)
1 C 0.16607 0.50895 -5.77329  0.6490
2 C 1.54958 1.01372 -5.71727  -0.7688
3 C -0.08606 -0.90335 -5.40980  -0.7599
4 C -0.95456 1.46224 -5.74989  -0.7707
5 Cl 0.51150 1.50762 -1.07974  -0.2743
6 H -0.18752 -1.57235 -6.27932  0.3329
7 H -1.02296 -0.99615 -4.84886  0.2646
8 H 0.73638 -1.29829 -4.80003  0.2687
9 H 2.03228 1.12872 -6.70381  0.3354
10 H 2.20561 0.33334 -5.15328  0.2682
11 H 1.57378 1.99708 -5.21335  0.2880
12 H -1.33812 1.73616 -6.74864  0.3367
13 H -0.66056 2.39694 -5.23718  0.2893
14 H -1.82628 1.04744 -5.22275  0.2666
15 C 1.38171 -1.94653 0.94573  -0.2328
16 C 0.58178 -2.59451 -0.05789  -0.2456
17 C 0.89236 -1.98890 -1.32779  -0.3114
18 H -0.03467 -3.46994 0.10340  0.2593
19 C 1.89945 -1.00695 -1.11215  -0.2066
20 C 2.18576 -0.95400 0.29132  -0.2600
21 H 2.98636 -0.35351 0.71220  0.2545
22 H 1.47031 -2.26067 1.99149  0.2573
23 H 0.48677 -2.23547 -2.30752  0.2401
24 H 2.42204 -0.42965 -1.88685  0.2525
25 C -2.29515 0.60426 0.25989  -0.2500
26 C -2.32750 -0.68309 0.92251  -0.2623
27 C -2.11901 -1.68244 -0.08448  -0.1933
28 H -2.61573 -0.86892 1.96153  0.2579
29 C -2.01528 -1.02721 -1.35749  -0.3015
30 C -2.16484 0.36814 -1.14435  -0.2098
31 H -2.26713 1.11956 -1.92041  0.2524
32 H -2.43696 1.58281 0.68726  0.2630
33 H -2.16728 -2.76238 0.08208  0.2501
34 H -1.94640 -1.50561 -2.32773  0.2414
35 Ti -0.15272 -0.31309 -0.06047  0.8276
36 C 2.73135 0.70105 3.19476  -0.4065
37 N 1.41487 0.64857 3.76473  -0.3694
38 C 1.35261 0.63271 5.20938  -0.4135
39 C 0.31364 0.65712 3.02035  0.7149
40 N 0.35746 0.73483 1.67584  -0.8603
41 N -0.90695 0.63305 3.64909  -0.4713
42 C -1.33167 -0.49673 4.47695  -0.4054
43 C -1.93063 1.68035 3.36110  -0.4007
44 H 3.39032 1.08936 3.96583  0.2348
45 H 2.79829 1.35471 2.32756  0.2103
46 H 3.08596 -0.28723 2.92057  0.2079
47 H 0.46654 1.16416 5.57697  0.2347
48 H 1.35288 -0.39356 5.58887  0.2126
49 H 2.25161 1.12044 5.57693  0.2249
50 H 1.05505 1.38296 1.30982  0.4024
51 H -1.69172 -0.15998 5.46672  0.2205
52 H -2.13228 -1.04420 3.93935  0.1943
53 H -0.51157 -1.19444 4.66206  0.2160
54 H -1.53759 2.34987 2.58319  0.2247
55 H -2.87248 1.24191 2.99582  0.1979
56 H -2.11872 2.23107 4.30109  0.2227

Computed properties:
DFT total energy = -60315.50927 eV
HOMO-LUMO gap = 5.24 eV
Energy relative to the best compared isomer or geometry (same formula, charge and spin) = 0.0 kJ/mol
Net charge = +2
Multiplicity = 1